1.
A cluster of 5 separate species, C14H24BCl8N4O5 in total at a distorted geometry. Source: the OMol25 dataset; level of theory: ωB97M-V/def2-TZVPD.

Positions of all 56 atoms, in Å:
H 1.51975 -0.87653 -6.43801
Cl 3.46466 0.35556 -6.94675
C 2.15884 4.38524 2.58743
N 0.20922 -0.69166 3.16263
Cl 4.23160 -0.33089 -2.35521
C -0.13404 -2.97497 0.22500
H -1.00845 -3.25359 2.33553
Cl 1.91829 0.36825 -4.47450
H -5.40999 -0.12254 1.55124
H 4.76877 1.12174 -4.13525
H -1.83055 -1.45196 4.73056
Cl -6.66429 -1.98035 2.28068
H 0.67838 -2.19987 -0.02944
H -2.70741 1.23514 1.73831
N -0.40017 0.13274 1.11111
H -6.25783 0.19770 3.08559
C -0.89169 -2.09269 4.86167
O -3.08868 0.64196 1.05547
B -2.30650 0.65579 -0.14290
H 1.94515 5.14814 1.74755
C 2.40900 -0.58081 -5.88357
H 1.60549 0.88256 -0.74866
C 5.00465 1.08861 -3.07227
H 0.98335 2.00503 -2.07798
Cl -0.76969 -1.67095 -3.67447
C -2.06468 -2.87666 -3.66052
C 1.85993 2.94492 1.94928
H 2.94418 -1.46650 -5.54387
C -0.42579 -1.06690 1.92698
C 0.24185 1.24326 1.79388
H 0.37706 -3.97143 0.42850
C -5.68033 -0.53365 2.52231
H 3.25847 4.42629 2.87129
H 1.43812 4.53872 3.45799
H -0.83814 -3.00119 -0.67424
H -2.22844 -3.23222 -4.67649
H 6.08201 1.01141 -2.93526
H -2.97416 -2.41383 -3.28059
C 0.33867 -1.64410 4.28294
H 1.31028 -2.01649 4.73453
Cl -1.64711 -4.25217 -2.63075
O -0.93466 0.16496 -0.12766
Cl 4.43374 2.57895 -2.31148
O 2.81107 2.11946 1.87094
H 2.51007 2.51935 -1.17758
N 0.47141 2.63259 1.41449
H -0.97495 -3.10281 5.39673
C 0.59746 2.82433 -0.05999
H -2.13625 0.84089 -2.12385
C -1.04476 -2.48116 1.49382
O -0.12392 3.73077 -0.56365
H -2.11112 -2.27245 1.14380
C 1.51290 1.97600 -1.05234
O -2.80099 1.08757 -1.42874
Cl -4.20097 -0.90933 3.41756
N 0.57121 0.60978 3.04817

Computed properties:
Orbital gap in eV: 9.4
LUMO level in eV: -3.34
ΔE to the lowest compared entry with this formula, charge and spin in kcal/mol: 0.0
Total charge: +1
HOMO level in eV: -12.787


2.
A cluster of 12 separate species, C24H48Cl8O16S4 in total at a distorted geometry. Source: the OMol25 dataset; level of theory: ωB97M-V/def2-TZVPD.

Positions of all 100 atoms, in Å:
C 16.72361 11.19324 12.82149
H 12.60693 10.98535 11.96958
O 15.83440 10.74730 11.81589
O 14.85776 19.31057 9.93460
H 12.92548 18.40454 11.91475
H 15.95151 13.69947 11.02185
H 13.92986 12.52792 12.46294
C 15.03872 6.13693 11.49129
C 18.04495 13.28941 9.95621
H 13.75167 13.86813 16.88172
H 13.29021 14.16684 6.32081
Cl 9.53042 14.70210 12.11004
H 13.23188 18.63609 8.94518
O 17.31846 9.10529 11.99225
C 13.47929 18.92696 9.88151
Cl 14.18882 12.59300 18.84884
Cl 13.98195 6.83165 12.76608
H 9.70933 17.72602 10.26537
O 10.90815 14.69922 9.14589
C 9.82512 19.71485 8.95620
C 10.23536 17.32638 15.12157
H 8.05096 17.47037 9.42511
O 13.10532 15.11261 8.88483
O 9.73406 18.06612 13.99547
C 12.42069 10.69486 10.90823
H 18.61171 10.11610 13.35572
H 15.59784 5.25173 11.95886
C 14.52064 13.93037 17.65304
H 12.99949 19.88515 10.15488
C 9.14292 17.37179 9.38746
Cl 12.81184 12.07339 9.94202
O 11.89808 18.25625 13.76693
O 11.76166 15.20034 7.16292
H 15.61274 15.43016 11.11822
O 14.66888 17.47730 11.20117
H 10.42274 19.74628 9.81604
C 8.87850 13.38711 11.09799
H 18.65619 13.01704 9.08057
C 11.77305 17.68135 15.06408
H 13.02177 15.79311 5.64176
H 13.62238 16.84608 7.77868
S 17.58317 14.97288 9.86511
H 10.01976 16.25806 14.97487
H 9.76610 17.71897 16.00978
S 14.53457 9.57742 16.34643
H 12.25034 8.82003 16.66457
O 12.61973 14.47428 15.11458
H 14.87502 15.42286 7.80496
O 16.62179 18.39125 10.89112
H 18.61362 13.16590 10.85020
C 16.41698 14.71062 11.20960
O 10.52992 19.08116 12.15260
H 10.13113 20.50228 8.23436
H 17.19123 12.69093 9.91227
H 12.33098 16.74321 15.08285
S 9.87527 18.15773 8.01119
H 17.12858 9.41726 14.00105
C 13.30503 17.93606 11.00082
H 13.10537 9.93051 10.59788
H 12.78320 14.68236 11.52201
H 16.16865 11.62128 13.67704
H 12.70361 17.14160 10.68380
C 13.07885 15.24271 6.58437
O 16.82532 15.20955 8.60995
C 11.83463 14.99003 8.44491
H 9.41736 13.38015 10.13946
C 10.70229 18.53353 13.21558
Cl 10.76541 10.07744 10.80573
H 14.97086 7.38337 15.58704
O 11.28835 17.66954 8.07871
C 12.80996 9.24494 15.87827
H 12.82986 8.70075 14.92091
C 16.25323 9.55157 11.29501
H 14.94311 13.45063 13.57786
C 15.49048 18.36506 10.61547
H 13.55468 15.70597 12.75302
Cl 7.15092 13.48481 10.85200
H 9.36200 16.35275 9.25563
H 8.78298 19.72834 9.17265
H 17.27490 12.05104 12.45923
S 12.51213 13.80284 13.77485
Cl 14.17573 5.49771 10.08892
H 12.09973 18.45284 15.77045
H 14.08730 12.05505 14.11494
C 15.09980 7.88138 16.55063
C 12.71582 15.04897 12.59395
H 15.71757 6.90403 11.09337
H 16.87275 14.84316 12.15377
H 12.34767 10.27812 15.65270
H 11.87495 15.67456 12.57431
O 15.15251 10.15572 15.09072
C 14.01198 12.90266 13.44709
C 17.54443 9.95447 13.15829
C 13.83638 15.75214 7.76080
Cl 16.11461 13.74906 16.95646
O 15.74534 8.96765 10.38623
H 14.68919 7.41826 17.45497
H 9.08270 12.53210 11.70294
H 16.17904 8.05616 16.60704
H 14.47290 14.87609 18.17677

Computed properties:
Orbital gap in eV: 9.3
LUMO level in eV: 0.19
Total charge: 0
HOMO level in eV: -9.106


3.
An isolated molecule of C7H13NSSi at a distorted geometry. Source: the OMol25 dataset; level of theory: ωB97M-V/def2-TZVPD.

Positions of all 23 atoms, in Å:
C -0.58336 0.40102 -0.02575
N -1.53582 -0.06663 0.47385
Si 0.96776 1.04036 -0.92680
H 2.11749 0.31000 -3.20170
H -3.24546 -0.18768 1.37822
H 0.45931 2.90086 0.51832
H 0.16184 3.68113 -1.02333
H -2.80079 -3.64606 2.65556
H 1.84606 -0.04535 1.21400
H 2.53459 1.47866 0.85096
H 2.97468 0.08633 0.03797
C -2.35564 -0.71866 1.27645
C -3.12595 -2.64157 2.48982
H -3.46177 -2.27067 3.36043
C 1.47244 -0.01738 -2.41098
H 0.65692 -0.53996 -2.88043
C 0.78313 2.98225 -0.51124
C -2.06865 -1.94520 1.87542
H 1.81223 3.28834 -0.63146
S -0.51076 -2.58506 1.63368
C 2.20378 0.57784 0.47484
H -3.81563 -2.89065 1.74657
H 2.05497 -0.76634 -1.89872

Computed properties:
Orbital gap in eV: 7.5
LUMO level in eV: 0.28
ΔE to the lowest compared entry with this formula, charge and spin in kcal/mol: 49.5
Total charge: 0
HOMO level in eV: -7.178


Which of these has the highest orbital gap? C14H24BCl8N4O5


Repeat the first record exactly.
A cluster of 5 separate species, C14H24BCl8N4O5 in total at a distorted geometry. Source: the OMol25 dataset; level of theory: ωB97M-V/def2-TZVPD.

Positions of all 56 atoms, in Å:
H 1.51975 -0.87653 -6.43801
Cl 3.46466 0.35556 -6.94675
C 2.15884 4.38524 2.58743
N 0.20922 -0.69166 3.16263
Cl 4.23160 -0.33089 -2.35521
C -0.13404 -2.97497 0.22500
H -1.00845 -3.25359 2.33553
Cl 1.91829 0.36825 -4.47450
H -5.40999 -0.12254 1.55124
H 4.76877 1.12174 -4.13525
H -1.83055 -1.45196 4.73056
Cl -6.66429 -1.98035 2.28068
H 0.67838 -2.19987 -0.02944
H -2.70741 1.23514 1.73831
N -0.40017 0.13274 1.11111
H -6.25783 0.19770 3.08559
C -0.89169 -2.09269 4.86167
O -3.08868 0.64196 1.05547
B -2.30650 0.65579 -0.14290
H 1.94515 5.14814 1.74755
C 2.40900 -0.58081 -5.88357
H 1.60549 0.88256 -0.74866
C 5.00465 1.08861 -3.07227
H 0.98335 2.00503 -2.07798
Cl -0.76969 -1.67095 -3.67447
C -2.06468 -2.87666 -3.66052
C 1.85993 2.94492 1.94928
H 2.94418 -1.46650 -5.54387
C -0.42579 -1.06690 1.92698
C 0.24185 1.24326 1.79388
H 0.37706 -3.97143 0.42850
C -5.68033 -0.53365 2.52231
H 3.25847 4.42629 2.87129
H 1.43812 4.53872 3.45799
H -0.83814 -3.00119 -0.67424
H -2.22844 -3.23222 -4.67649
H 6.08201 1.01141 -2.93526
H -2.97416 -2.41383 -3.28059
C 0.33867 -1.64410 4.28294
H 1.31028 -2.01649 4.73453
Cl -1.64711 -4.25217 -2.63075
O -0.93466 0.16496 -0.12766
Cl 4.43374 2.57895 -2.31148
O 2.81107 2.11946 1.87094
H 2.51007 2.51935 -1.17758
N 0.47141 2.63259 1.41449
H -0.97495 -3.10281 5.39673
C 0.59746 2.82433 -0.05999
H -2.13625 0.84089 -2.12385
C -1.04476 -2.48116 1.49382
O -0.12392 3.73077 -0.56365
H -2.11112 -2.27245 1.14380
C 1.51290 1.97600 -1.05234
O -2.80099 1.08757 -1.42874
Cl -4.20097 -0.90933 3.41756
N 0.57121 0.60978 3.04817

Computed properties:
Orbital gap in eV: 9.4
LUMO level in eV: -3.34
ΔE to the lowest compared entry with this formula, charge and spin in kcal/mol: 0.0
Total charge: +1
HOMO level in eV: -12.787


Among the records above, which one has the highest HOMO level? C7H13NSSi